Computed, not measured: a 9-piece molecular cluster, C22H62O17S9 overall, with ωB97M-V/def2-TZVPD.

ORCA input file:
```
! wB97M-V def2-TZVPD RIJCOSX def2/J DEFGRID3
* xyz 1 2
S -6.266 1.545 -2.055
S 5.137 -2.845 -1.767
S 3.388 2.399 -5.157
S 0.806 -2.321 5.131
S -0.874 -5.190 0.007
S 3.437 3.569 4.055
S 1.062 -0.137 0.113
S -0.246 5.330 3.015
S -3.076 -2.107 -3.115
O 2.220 -2.321 4.794
O 4.523 1.710 -5.810
O -3.141 -2.107 -1.611
O -0.204 -6.022 1.273
O -7.767 1.716 -2.025
O -0.391 0.634 0.360
O 2.441 3.157 -6.307
O 0.123 -5.127 -1.091
O 1.863 0.274 1.267
O -2.188 -5.856 -0.233
O -0.080 -3.259 4.384
O 5.983 -3.969 -1.211
O 2.457 1.614 -4.310
O 1.229 5.638 3.295
O 0.268 -0.765 4.792
O 4.841 2.952 4.192
O 0.825 -1.546 -0.214
C 3.037 3.908 -7.405
C -0.523 -7.356 3.321
C -1.104 -0.378 4.890
C 2.211 2.221 4.399
C 3.386 -3.247 -1.257
C -5.844 -0.121 -1.295
C -1.108 -6.354 2.331
C 4.042 3.805 -4.209
C -0.125 4.011 1.716
C 1.530 0.727 -1.464
C 0.612 -2.495 6.926
C -0.964 6.673 2.013
C 3.213 4.402 5.703
C 4.908 -3.164 -3.521
C 2.064 4.843 -8.048
C -2.240 1.433 -0.763
C -1.120 -3.591 0.805
C -1.343 0.612 3.808
C -2.192 -3.684 -3.428
C -1.535 0.198 -0.437
C -5.615 2.727 -0.771
C -4.783 -2.500 -3.840
H 3.295 -3.346 -0.175
H -2.656 -4.555 -2.966
H 0.052 4.347 0.694
H 3.603 5.419 5.733
H -1.295 -5.525 3.013
H 0.562 3.178 1.866
H 2.528 5.528 -8.757
H -5.275 -1.602 -4.215
H 3.303 4.542 -3.895
H 1.208 2.643 4.447
H -0.090 -8.259 2.892
H 0.707 0.702 -2.178
H 5.134 -4.230 -3.564
H 0.838 -3.504 7.271
H -2.080 -3.871 -4.496
H -1.785 2.161 -1.434
H -0.577 6.793 1.001
H 5.716 -2.717 -4.099
H -1.245 -0.338 -1.341
H -2.025 6.444 1.916
H 1.422 4.206 -8.656
H 4.659 3.482 -3.371
H 2.404 0.322 -1.975
H -5.940 2.594 0.261
H 1.849 1.727 -1.170
H 1.501 5.392 -7.293
H -5.794 3.749 -1.105
H -4.811 -0.107 -0.946
H -0.438 -2.222 7.032
H 1.351 -1.798 7.321
H 2.224 1.327 3.776
H -4.561 2.459 -0.847
H 3.239 -4.234 -1.693
H -1.457 -2.961 -0.018
H -1.102 3.531 1.670
H 2.689 -2.543 -1.711
H -2.222 -0.428 0.132
H -5.267 -3.084 -3.056
H 3.429 3.225 -8.159
H -2.044 -6.743 1.931
H -3.143 1.055 -1.244
H -2.393 1.898 0.211
H 4.687 4.430 -4.827
H -1.775 -1.229 4.771
H -0.680 1.477 3.791
H -6.553 -0.186 -0.471
H -1.212 0.102 5.863
H 3.664 3.840 6.521
H 4.007 -2.807 -4.020
H -2.375 0.954 3.875
H -0.109 -3.310 1.100
H 2.134 4.450 5.853
H -5.954 -0.955 -1.988
H -1.203 0.134 2.838
H 3.860 4.499 -7.004
H -1.336 -7.760 3.924
H 0.239 -7.011 4.021
H -1.719 -3.594 1.716
H -1.154 -3.562 -3.118
H -0.884 7.658 2.473
H -4.533 -3.136 -4.688
H 2.510 1.718 5.319
*
```

Summary:
molar mass	887.32	g/mol
lowest unoccupied orbital energy (alpha / beta)	-3.9791 / -8.5494	eV
E_HOMO (alpha / beta)	-0.3506 / -0.3505	hartree
⟨S²⟩	0.76
electronic energy	-156125.803	eV
HOMO-LUMO gap (alpha / beta)	0.20435 / 0.03635	Eh